Record 1
{
  "formula": "C12H52N12O17",
  "method": "wB97M-V/def2-TZVPD",
  "homo_lumo_gap_ev": 9.2,
  "spin_multiplicity": 1,
  "total_charge": 0,
  "relative_energy_kcal_mol": 0.0,
  "elements": ["C", "O", "N", "N", "H", "H", "H", "H", "C", "O", "N", "N", "H", "H", "H", "H", "C", "O", "N", "N", "H", "H", "H", "H", "C", "O", "N", "N", "H", "H", "H", "H", "C", "O", "N", "N", "H", "H", "H", "H", "C", "O", "N", "N", "H", "H", "H", "H", "C", "C", "O", "O", "H", "H", "H", "H", "H", "H", "C", "C", "O", "O", "H", "H", "H", "H", "H", "H", "C", "C", "O", "O", "H", "H", "H", "H", "H", "H", "O", "H", "H", "O", "H", "H", "O", "H", "H", "O", "H", "H", "O", "H", "H"],
  "coordinates": [[-4.774, -0.277, -0.234], [-5.734, -0.993, -0.496], [-4.065, 0.348, -1.234], [-4.231, -0.168, 1.018], [-4.631, 0.425, -2.061], [-3.244, 0.916, -1.102], [-3.471, 0.474, 1.173], [-4.648, -0.683, 1.767], [-2.356, -2.475, -4.422], [-2.075, -2.884, -5.535], [-1.992, -3.075, -3.248], [-3.063, -1.318, -4.197], [-2.457, -2.802, -2.397], [-1.477, -3.934, -3.252], [-3.452, -0.818, -4.970], [-3.351, -1.100, -3.258], [1.509, 3.960, 2.544], [0.883, 3.707, 1.533], [1.935, 5.229, 2.842], [1.789, 2.990, 3.479], [1.674, 5.948, 2.194], [2.445, 5.410, 3.684], [2.554, 3.119, 4.113], [1.506, 2.079, 3.157], [3.416, -4.191, 0.116], [3.244, -3.059, 0.555], [3.010, -5.313, 0.790], [4.058, -4.355, -1.082], [2.295, -5.199, 1.485], [3.282, -6.231, 0.495], [4.525, -5.195, -1.363], [4.311, -3.452, -1.467], [-2.415, 2.573, -2.946], [-1.881, 2.924, -1.888], [-3.601, 3.124, -3.361], [-1.895, 1.587, -3.721], [-4.004, 2.837, -4.229], [-3.943, 3.836, -2.741], [-1.022, 1.197, -3.395], [-2.357, 1.356, -4.576], [-3.131, 3.670, 2.061], [-3.487, 4.832, 1.966], [-2.500, 2.947, 1.075], [-3.226, 2.966, 3.246], [-2.417, 3.391, 0.175], [-1.922, 2.172, 1.350], [-2.864, 2.033, 3.320], [-3.737, 3.386, 3.997], [2.933, -0.554, 3.604], [3.755, 0.468, 2.866], [3.093, 0.828, 1.648], [1.782, 0.000, 4.238], [3.530, -1.156, 4.291], [2.511, -1.229, 2.856], [4.781, 0.174, 2.624], [3.894, 1.359, 3.495], [3.720, 1.363, 1.144], [2.028, 0.379, 5.087], [0.514, -1.427, 0.279], [-0.897, -1.426, -0.267], [-1.119, -0.224, -1.004], [0.637, -0.323, 1.179], [1.199, -1.353, -0.572], [0.800, -2.307, 0.864], [-1.620, -1.443, 0.559], [-1.027, -2.234, -0.982], [-0.794, 0.544, -0.509], [1.581, -0.121, 1.323], [3.786, -0.909, -2.520], [3.344, -0.227, -1.245], [4.161, 0.914, -0.904], [4.922, -1.762, -2.300], [3.969, -0.183, -3.313], [2.968, -1.550, -2.853], [3.427, -0.939, -0.423], [2.324, 0.138, -1.333], [5.000, 0.602, -0.554], [5.738, -1.287, -2.477], [-4.270, -2.745, -1.236], [-4.007, -3.236, -0.451], [-4.915, -2.094, -0.917], [-1.618, 0.531, 2.576], [-0.805, 0.162, 2.189], [-1.531, 0.366, 3.521], [0.702, 2.612, -1.031], [-0.164, 2.891, -1.376], [0.676, 2.794, -0.077], [1.359, 0.610, -2.934], [0.806, -0.105, -2.604], [1.329, 1.265, -2.215], [-0.343, -4.042, 2.854], [-0.889, -3.504, 2.272], [-0.284, -3.533, 3.669]],
  "forces_ev_per_angstrom": [[1.927, 0.982, 0.594], [-1.346, 0.928, 0.513], [-1.288, -0.393, 0.342], [-0.334, 0.072, -1.058], [0.307, 0.289, -0.221], [-0.064, 0.006, 0.088], [-0.053, -0.057, 0.323], [-0.045, 0.063, 0.102], [-0.153, -0.017, -0.091], [0.110, 0.066, 0.138], [0.301, 0.107, 0.236], [0.106, -0.014, 0.188], [-0.269, -0.165, -0.028], [-0.105, -0.091, -0.312], [-0.111, -0.226, -0.157], [-0.069, 0.124, -0.025], [0.181, 0.238, 0.441], [-0.284, 0.011, -0.211], [-0.046, -0.794, -0.132], [-0.484, 0.664, -0.467], [0.115, 0.169, 0.085], [-0.076, 0.330, -0.006], [0.016, -0.238, 0.074], [0.394, -0.262, 0.309], [0.548, -0.047, 0.049], [-0.614, -0.088, 0.181], [0.152, 0.254, -0.167], [-0.455, 0.337, 0.389], [0.119, -0.021, 0.149], [-0.240, -0.059, -0.115], [-0.076, -0.036, -0.057], [0.563, -0.302, -0.269], [0.031, -0.317, -0.185], [-0.375, 0.084, -0.114], [1.097, -0.474, 0.538], [-0.370, 1.047, 0.734], [-0.400, 0.376, 0.003], [-0.444, 0.122, -0.365], [-0.014, -0.278, -0.457], [0.437, -0.421, -0.180], [0.935, -0.039, 0.658], [-0.393, -0.434, -0.343], [-0.857, 0.352, -0.074], [-0.188, 0.190, -0.178], [0.391, -0.094, -0.015], [0.156, 0.100, -0.120], [-0.163, 0.116, -0.045], [0.062, 0.041, 0.032], [-0.324, -0.539, -0.539], [0.382, 0.853, -0.154], [0.303, -0.069, 0.991], [0.033, 0.160, 0.138], [0.082, 0.134, 0.092], [0.242, -0.205, 0.075], [-0.133, -0.668, 0.155], [-0.198, -0.013, 0.049], [-0.500, -0.077, -0.576], [0.052, 0.001, -0.026], [0.137, -0.299, 0.323], [0.285, 0.822, 0.407], [-0.009, 0.120, -0.317], [-0.050, 0.176, -0.297], [0.011, 0.080, 0.276], [-0.317, -0.352, -0.458], [-0.084, -0.442, -0.120], [-0.132, -0.138, 0.230], [0.257, -0.173, 0.021], [-0.247, 0.295, -0.211], [-0.267, 0.050, 0.128], [0.753, 0.044, 0.801], [0.077, 0.254, -0.206], [-0.033, 0.086, -0.061], [0.055, -0.005, 0.048], [0.086, -0.101, -0.047], [-0.175, -0.187, -0.082], [0.785, -0.183, 0.318], [0.068, -0.218, -0.161], [-0.076, 0.066, -0.034], [1.493, -1.482, -0.417], [-0.051, -0.104, -0.107], [-0.571, -0.218, -0.205], [-0.172, -0.211, 0.277], [0.426, -0.007, -0.206], [0.104, -0.016, -0.016], [-0.060, -0.335, 0.038], [0.058, -0.070, 0.034], [0.220, 0.187, -0.075], [-0.690, 0.213, -0.693], [-0.238, -0.059, -0.037], [-0.272, 0.422, -0.088], [0.019, 0.004, -0.019], [0.010, 0.001, -0.020], [0.032, 0.003, 0.000]]
}

Record 2
{
  "formula": "C4H5N3O",
  "method": "wB97M-V/def2-TZVPD",
  "homo_lumo_gap_ev": 9.6,
  "spin_multiplicity": 1,
  "total_charge": 0,
  "relative_energy_kcal_mol": 203.2,
  "elements": ["C", "C", "C", "C", "H", "H", "H", "H", "H", "N", "N", "N", "O"],
  "coordinates": [[-1.037, -1.140, 0.012], [0.710, 0.532, -0.139], [1.697, -0.560, 0.180], [2.984, -0.926, 0.132], [-1.880, 1.316, -0.756], [-1.047, 1.928, 1.108], [-0.196, -1.945, 0.387], [-2.965, -0.543, -0.680], [3.890, -1.632, -0.097], [-1.729, 1.115, 0.530], [-0.510, 0.185, 0.286], [-2.290, -1.388, -0.380], [0.972, 1.758, -0.516]],
  "forces_ev_per_angstrom": [[-1.953, -0.933, 0.531], [1.737, 5.064, -0.097], [8.785, -0.766, -1.613], [-6.648, 0.239, -0.569], [0.446, 0.636, 5.152], [-2.898, -1.987, -2.904], [-2.641, 1.516, -1.463], [2.535, -2.039, 1.333], [-2.171, 1.841, 0.901], [5.063, 1.713, -3.582], [-4.573, -1.407, 0.495], [2.941, 1.668, 0.276], [-0.624, -5.548, 1.539]]
}

Record 3
{
  "formula": "C8H18Cl",
  "method": "wB97M-V/def2-TZVPD",
  "homo_lumo_gap_ev": [11.8, 6.5],
  "spin_multiplicity": 2,
  "total_charge": 0,
  "relative_energy_kcal_mol": 0.2,
  "elements": ["Cl", "H", "C", "C", "C", "C", "C", "C", "C", "C", "H", "H", "H", "H", "H", "H", "H", "H", "H", "H", "H", "H", "H", "H", "H", "H", "H"],
  "coordinates": [[4.052, -3.068, 1.496], [-1.973, -1.188, 0.684], [-2.026, -0.127, 0.409], [-2.983, 0.606, 1.344], [-4.377, 0.002, 1.328], [-0.628, 0.477, 0.420], [0.320, -0.251, -0.523], [1.717, 0.356, -0.516], [2.665, -0.353, -1.478], [4.065, 0.235, -1.443], [-2.424, -0.122, -0.613], [-2.573, 0.598, 2.364], [-3.021, 1.668, 1.065], [-5.060, 0.529, 1.997], [-4.804, 0.032, 0.322], [-4.352, -1.047, 1.632], [-0.679, 1.540, 0.149], [-0.223, 0.466, 1.440], [0.374, -1.314, -0.252], [-0.086, -0.241, -1.542], [1.659, 1.423, -0.767], [2.127, 0.329, 0.501], [2.692, -1.425, -1.236], [2.253, -0.306, -2.496], [4.748, -0.292, -2.113], [4.054, 1.288, -1.736], [4.482, 0.188, -0.434]],
  "forces_ev_per_angstrom": [[-0.012, 0.022, -0.016], [0.027, 0.072, 0.098], [-0.027, 0.123, 0.111], [0.135, 0.106, 0.044], [-0.157, -0.023, 0.034], [-0.063, -0.130, -0.089], [0.061, 0.134, 0.083], [0.027, -0.119, -0.113], [-0.128, -0.110, -0.037], [0.156, 0.024, -0.042], [0.012, 0.117, 0.047], [-0.080, -0.107, -0.130], [-0.052, -0.169, -0.054], [0.027, -0.027, -0.031], [0.009, 0.038, 0.025], [0.009, 0.032, 0.030], [-0.039, -0.083, -0.091], [-0.026, -0.117, -0.051], [0.044, 0.082, 0.091], [0.022, 0.117, 0.048], [-0.031, -0.071, -0.098], [-0.005, -0.123, -0.043], [0.062, 0.168, 0.068], [0.078, 0.095, 0.131], [-0.030, 0.028, 0.028], [-0.013, -0.032, -0.023], [-0.008, -0.048, -0.019]]
}

Record 4
{
  "formula": "C3H3NO2",
  "method": "wB97M-V/def2-TZVPD",
  "homo_lumo_gap_ev": 9.9,
  "spin_multiplicity": 1,
  "total_charge": 0,
  "relative_energy_kcal_mol": 68.1,
  "elements": ["O", "C", "C", "N", "C", "O", "H", "H", "H"],
  "coordinates": [[1.119, -1.116, -2.081], [0.646, -0.511, -1.215], [-0.258, 0.983, -0.364], [-0.533, 0.605, 0.888], [-0.208, -0.583, 1.304], [0.358, -1.471, 0.598], [0.487, 1.773, -0.475], [-1.136, 1.087, -1.004], [-0.474, -0.768, 2.348]],
  "forces_ev_per_angstrom": [[-1.098, 1.378, 2.256], [0.130, -0.599, -0.712], [0.213, -0.486, -0.402], [0.126, 0.246, 0.058], [-0.069, -0.161, 0.070], [0.173, 0.320, -0.585], [0.069, -0.185, -0.237], [0.289, -0.134, -0.355], [0.167, -0.379, -0.094]]
}

Record 5
{
  "formula": "C2Br4O",
  "method": "wB97M-V/def2-TZVPD",
  "homo_lumo_gap_ev": 7.9,
  "spin_multiplicity": 1,
  "total_charge": 0,
  "relative_energy_kcal_mol": 61.1,
  "elements": ["C", "C", "O", "Br", "Br", "Br", "Br"],
  "coordinates": [[0.771, -0.849, -1.188], [-1.150, 0.950, 1.294], [0.762, -0.350, -0.126], [0.015, -0.085, -2.740], [-1.656, 0.268, 2.923], [1.600, -2.530, -1.539], [-0.342, 2.597, 1.375]],
  "forces_ev_per_angstrom": [[0.168, 0.079, 0.557], [-0.556, -0.408, -1.029], [0.213, -0.183, -0.379], [-0.209, 0.234, -0.239], [-0.006, -0.050, 0.771], [0.069, -0.224, 0.004], [0.321, 0.551, 0.315]]
}

Record 6
{
  "formula": "C6H9N",
  "method": "wB97M-V/def2-TZVPD",
  "homo_lumo_gap_ev": 9.0,
  "spin_multiplicity": 1,
  "total_charge": 0,
  "relative_energy_kcal_mol": 110.0,
  "elements": ["C", "C", "C", "C", "C", "C", "N", "H", "H", "H", "H", "H", "H", "H", "H", "H"],
  "coordinates": [[1.350, 2.706, 0.527], [-0.137, -0.385, -1.706], [0.538, -1.947, -0.205], [1.058, -0.694, -0.842], [-0.382, -0.737, -0.264], [-1.310, 0.146, 0.633], [1.028, 2.916, 1.607], [1.697, -0.076, -0.384], [-0.391, 0.613, -1.871], [-0.449, -1.250, -2.358], [0.140, -2.749, -0.861], [1.030, -2.390, 0.681], [-0.830, 0.454, 1.575], [-2.158, -0.601, 0.960], [-1.690, 0.917, -0.002], [0.507, 3.079, 2.511]],
  "forces_ev_per_angstrom": [[0.713, -0.401, -1.993], [-0.004, -3.441, 0.939], [-1.144, -0.582, -0.271], [-3.561, -1.595, -0.489], [0.516, 0.644, 0.429], [0.398, -3.836, 0.779], [-2.033, 0.740, 3.978], [2.627, 2.204, 1.024], [-0.236, 1.354, -0.986], [0.421, 1.433, -0.181], [0.757, 0.248, 0.043], [-0.525, 0.840, -0.218], [-0.181, 0.319, -0.479], [1.249, 1.727, -0.681], [-0.309, 0.690, 0.097], [1.311, -0.345, -1.991]]
}